Entry A
A structure of composition C47H57AsCsF6N8O3SSi2Te. Source: the Open Molecules 2025 dataset; level of theory: the ωB97M-V functional and the def2-TZVPD basis.

Properties
Kohn-Sham gap ... 2.137 eV
Lowest unoccupied orbital energy ... -0.66 eV
Charge ... -1
2S+1 ... 1
HOMO energy ... -2.7968 eV

Last column: Löwdin charge in e.
CARTESIAN COORDINATES (ANGSTROEM)
Cs: 0.6169 -0.9672 -0.0626  1.214
C: -0.9270 1.5316 2.8527  -0.163
N: -1.7718 1.7293 1.6945  -0.030
C: -2.9825 0.9452 1.6940  -0.183
C: -2.8380 -0.5021 2.0256  -0.302
N: -2.0044 -1.3559 1.5057  0.107
C: -2.2553 -2.5600 2.1100  -0.228
C: -1.6810 -3.8085 1.9136  -0.023
C: -2.1536 -4.8585 2.6736  -0.102
C: -3.1674 -4.6874 3.6159  -0.114
C: -3.7626 -3.4566 3.8181  -0.037
C: -3.2980 -2.4022 3.0542  -0.195
N: -3.6512 -1.0801 2.9709  0.165
C: 0.4154 2.1182 2.6144  -0.312
N: 0.8780 2.4722 1.4515  0.174
C: 2.1327 2.9772 1.6773  -0.214
C: 3.0590 3.5149 0.7923  -0.012
C: 4.2396 3.9929 1.3218  -0.108
C: 4.5064 3.9384 2.6910  -0.114
C: 3.6038 3.3933 3.5848  -0.030
C: 2.4168 2.9100 3.0631  -0.189
N: 1.2934 2.3648 3.6336  0.169
H: -0.7845 0.4708 3.1254  0.073
H: -1.3876 2.0232 3.7207  0.132
H: -1.2343 1.5423 0.8530  0.060
H: -3.4079 1.0477 0.6816  0.032
H: -3.6821 1.3895 2.4141  0.114
H: -0.8894 -3.9434 1.1944  0.103
H: -1.7200 -5.8402 2.5520  0.096
H: -3.4942 -5.5342 4.2028  0.090
H: -4.5470 -3.3176 4.5473  0.099
H: -4.3441 -0.6050 3.5232  0.156
H: 2.8439 3.5551 -0.2644  0.094
H: 4.9843 4.4186 0.6648  0.091
H: 5.4416 4.3361 3.0598  0.091
H: 3.8163 3.3416 4.6428  0.104
H: 1.2041 2.0359 4.5816  0.144
F: -6.1054 -2.3251 -2.9449  0.018
C: -4.8842 -2.7208 -3.4575  -0.173
C: -3.7497 -2.1905 -2.8986  0.101
C: -2.4777 -2.6171 -3.3284  -0.022
C: -1.2944 -2.0729 -2.6780  -0.325
O: -1.3699 -1.2581 -1.7463  -0.209
C: -0.0591 -2.6249 -3.1971  -0.027
C: -0.0476 -3.5414 -4.1791  0.045
N: -1.1820 -4.0460 -4.7713  -0.007
C: -1.0520 -5.0793 -5.7457  -0.269
C: -1.6296 -6.4374 -5.4555  -0.112
C: -0.1456 -6.2342 -5.4347  -0.079
C: -2.4063 -3.5605 -4.3780  -0.121
C: -3.5756 -4.0083 -4.9834  0.049
C: -4.8473 -3.6288 -4.5078  -0.149
N: -5.9582 -4.2716 -5.1370  -0.102
C: -5.9877 -5.7044 -5.0111  -0.143
C: -6.6900 -6.1400 -3.7118  -0.080
N: -8.0868 -5.6238 -3.7442  0.050
C: -8.0999 -4.1360 -3.8681  -0.088
C: -7.2732 -3.7062 -5.0997  -0.139
C: 1.2938 -2.2345 -2.6186  -0.771
O: 2.1206 -3.1417 -2.5063  0.014
O: 1.4334 -1.0326 -2.2935  -0.629
H: -3.8066 -1.4532 -2.1115  0.108
H: 0.8932 -3.9382 -4.5287  0.146
H: -1.1008 -4.7260 -6.7742  0.155
H: -2.0720 -6.9981 -6.2675  0.098
H: -2.1349 -6.5696 -4.5102  0.105
H: 0.4640 -6.6463 -6.2256  0.106
H: 0.3501 -6.2231 -4.4754  0.114
H: -3.5315 -4.6558 -5.8427  0.114
H: -4.9627 -6.0715 -4.9929  0.120
H: -6.4954 -6.1388 -5.8829  0.134
H: -6.1713 -5.6811 -2.8684  0.148
H: -6.6973 -7.2261 -3.5993  0.137
H: -8.6045 -5.9124 -2.9062  0.189
H: -8.5543 -6.0273 -4.5645  0.182
H: -7.6467 -3.7184 -2.9703  0.124
H: -9.1308 -3.7887 -3.9516  0.138
H: -7.1985 -2.6193 -5.0962  0.145
H: -7.7976 -4.0070 -6.0191  0.132
C: -2.8551 4.8626 -0.0252  -0.234
Si: -3.9756 3.6704 -1.0245  0.131
C: -4.9156 4.7841 -2.2921  -0.258
C: -5.3756 3.2487 0.2452  -0.255
As: -3.0881 1.7487 -1.9618  0.611
Si: -1.2098 2.6600 -2.9513  0.123
C: -0.4927 1.4188 -4.2104  -0.244
C: 0.2081 3.2071 -1.7927  -0.258
C: -1.5611 4.2500 -3.9882  -0.249
H: -3.4209 5.6385 0.4852  0.011
H: -2.1402 5.3518 -0.6788  -0.001
H: -2.2940 4.3045 0.7196  -0.001
H: -5.3836 5.6517 -1.8355  0.004
H: -5.6917 4.2126 -2.7948  0.003
H: -4.2352 5.1410 -3.0568  -0.013
H: -6.1715 3.9881 0.2357  0.004
H: -4.9770 3.2118 1.2535  -0.005
H: -5.8248 2.2812 0.0313  -0.002
H: -0.1974 0.5155 -3.6914  -0.018
H: 0.3890 1.8030 -4.7169  0.009
H: -1.2202 1.1350 -4.9671  0.011
H: 0.5572 2.3799 -1.1835  -0.032
H: -0.1082 3.9991 -1.1198  0.011
H: 1.0592 3.5716 -2.3647  0.007
H: -2.3954 4.0923 -4.6658  0.006
H: -0.7023 4.5493 -4.5834  0.008
H: -1.8197 5.0747 -3.3310  -0.004
F: 5.3589 -5.2253 4.4135  0.072
C: 4.3563 -4.3145 4.4772  -0.151
C: 4.4086 -3.2582 5.3839  -0.156
F: 5.4716 -3.1567 6.2136  0.080
C: 3.3928 -2.3273 5.4376  -0.253
F: 3.4995 -1.3310 6.3445  0.041
C: 2.2631 -2.3676 4.5830  -0.679
S: 1.0588 -1.1886 4.6080  0.536
C: 2.2334 -3.4807 3.7086  -0.244
F: 1.1761 -3.6447 2.8770  0.033
C: 3.2443 -4.4163 3.6455  -0.155
F: 3.1602 -5.4468 2.7745  0.083
C: 4.7046 2.4286 -2.9537  -0.458
Te: 3.1461 0.8875 -2.7876  1.240
C: 4.3698 -0.3092 -1.5055  -0.425
H: 5.6496 1.9989 -3.2656  -0.023
H: 4.8549 2.9304 -2.0054  -0.031
H: 4.4071 3.1643 -3.6944  -0.023
H: 4.2800 0.0046 -0.4696  -0.002
H: 5.4075 -0.2521 -1.8174  -0.005
H: 4.0136 -1.3258 -1.6061  -0.022

Entry B
A structure of composition C47H57AsCsF6N8O3SSi2Te. Source: the Open Molecules 2025 dataset; level of theory: the ωB97M-V functional and the def2-TZVPD basis.

Properties
Kohn-Sham gap ... 4.562 eV
Lowest unoccupied orbital energy ... 0.63 eV
Charge ... -1
2S+1 ... 1
HOMO energy ... -3.9323 eV

Last column: Löwdin charge in e.
CARTESIAN COORDINATES (ANGSTROEM)
Cs: -0.5734 1.7774 -2.8213  0.939
C: 3.8262 3.9136 -3.3766  -0.188
N: 2.6394 4.4625 -2.7559  -0.036
C: 2.6579 4.4166 -1.2982  -0.158
C: 1.3413 4.8172 -0.7203  -0.304
N: 0.2309 4.1565 -0.8714  0.114
C: -0.7206 4.8484 -0.1334  -0.223
C: -2.0723 4.5642 0.0555  0.006
C: -2.7888 5.4182 0.8732  -0.093
C: -2.1860 6.5245 1.4919  -0.111
C: -0.8448 6.8132 1.3139  -0.038
C: -0.1280 5.9525 0.4906  -0.197
N: 1.1940 5.9125 0.0896  0.160
C: 4.1044 2.4744 -3.0330  -0.321
N: 3.3767 1.7123 -2.2707  0.178
C: 4.0275 0.4870 -2.2439  -0.235
C: 3.7072 -0.6740 -1.5467  -0.023
C: 4.5454 -1.7642 -1.6931  -0.109
C: 5.6768 -1.7122 -2.5206  -0.112
C: 6.0146 -0.5601 -3.2106  -0.040
C: 5.1750 0.5343 -3.0457  -0.201
N: 5.2115 1.8300 -3.5281  0.165
H: 4.7043 4.5221 -3.1301  0.121
H: 3.6692 3.9632 -4.4571  0.077
H: 1.8659 3.9351 -3.1581  0.041
H: 3.4319 5.1066 -0.9440  0.118
H: 2.8906 3.4211 -0.9077  0.106
H: -2.5287 3.7002 -0.4184  0.094
H: -3.8413 5.2301 1.0427  0.097
H: -2.7847 7.1676 2.1250  0.091
H: -0.3828 7.6661 1.7952  0.100
H: 1.9174 6.5670 0.3235  0.153
H: 2.8321 -0.7104 -0.9085  0.111
H: 4.3216 -2.6811 -1.1627  0.100
H: 6.3033 -2.5903 -2.6170  0.092
H: 6.8934 -0.5175 -3.8421  0.101
H: 5.8475 2.2009 -4.2102  0.157
F: 0.3534 -4.4951 1.1244  0.025
C: -0.8466 -3.9303 0.8667  -0.245
C: -0.9527 -3.0651 -0.1804  0.064
C: -2.1766 -2.4735 -0.4883  -0.056
C: -2.1773 -1.2831 -1.3622  -0.327
O: -1.1175 -0.8511 -1.8101  -0.128
C: -3.4753 -0.6670 -1.5340  -0.036
C: -4.5621 -1.2328 -0.9738  0.036
N: -4.5458 -2.3404 -0.1551  -0.008
C: -5.7404 -2.7056 0.5461  -0.288
C: -6.9751 -2.9442 -0.2641  -0.090
C: -6.2647 -4.1006 0.3801  -0.100
C: -3.3225 -2.8819 0.1967  -0.141
C: -3.1849 -3.7358 1.2993  0.043
C: -1.9421 -4.1889 1.7030  -0.165
N: -1.8533 -4.6697 3.0570  -0.068
C: -0.7107 -5.5183 3.3743  -0.161
C: -0.8058 -5.9986 4.8077  -0.101
N: -0.8185 -4.8087 5.7121  0.046
C: -1.9991 -3.9363 5.4004  -0.100
C: -1.8936 -3.5050 3.9588  -0.176
C: -3.6263 0.7252 -2.1517  -0.740
O: -4.3549 0.8564 -3.1392  0.004
O: -2.9662 1.5896 -1.5169  -0.247
H: -0.0714 -2.7511 -0.7234  0.126
H: -5.5389 -0.7913 -1.1234  0.147
H: -5.8636 -2.2353 1.5179  0.152
H: -6.8856 -2.8378 -1.3360  0.110
H: -7.9167 -2.6150 0.1511  0.101
H: -5.6948 -4.7562 -0.2635  0.110
H: -6.7162 -4.5779 1.2391  0.098
H: -4.0351 -3.9596 1.9295  0.118
H: 0.2500 -5.0078 3.2422  0.120
H: -0.7179 -6.3912 2.7214  0.141
H: 0.0492 -6.6185 5.0716  0.133
H: -1.7320 -6.5440 4.9906  0.131
H: 0.0331 -4.2309 5.5749  0.095
H: -0.8172 -5.0895 6.6903  0.176
H: -1.9632 -3.0749 6.0663  0.124
H: -2.8916 -4.5318 5.5961  0.132
H: -1.0146 -2.8476 3.8087  0.048
H: -2.7720 -2.9058 3.7220  0.127
C: 1.6005 -2.6697 5.7460  -0.256
Si: 2.2635 -1.4060 4.4414  0.063
C: 2.5882 0.1610 5.4463  -0.241
C: 3.9547 -2.1279 4.0141  -0.265
As: 0.9676 -1.3341 2.5782  0.653
Si: -0.5708 0.2691 3.1858  0.109
C: 0.0788 2.0362 3.1010  -0.227
C: -1.3323 0.0829 4.9257  -0.231
C: -2.0380 0.1573 2.0107  -0.214
H: 2.2262 -2.7730 6.6387  0.025
H: 1.5930 -3.6376 5.2235  0.000
H: 0.5928 -2.3606 6.0524  0.006
H: 3.2375 -0.0382 6.3045  0.018
H: 1.6655 0.6142 5.8121  0.001
H: 3.0814 0.8995 4.8104  0.022
H: 4.5816 -2.2983 4.8946  0.017
H: 4.4807 -1.4473 3.3417  0.019
H: 3.8343 -3.0757 3.4827  0.012
H: 0.9717 2.1544 3.7191  0.005
H: -0.6700 2.7685 3.4194  0.025
H: 0.3564 2.2688 2.0695  0.020
H: -0.5821 0.1531 5.7159  0.000
H: -1.8580 -0.8704 5.0363  -0.014
H: -2.0701 0.8752 5.0915  0.022
H: -1.7640 0.4155 0.9842  0.028
H: -2.8253 0.8562 2.3125  0.035
H: -2.4702 -0.8487 1.9922  0.006
F: -1.6313 6.2995 -8.6381  0.093
C: -0.9118 5.4283 -7.9113  -0.156
C: -1.5097 4.3124 -7.3550  -0.153
F: -2.8198 4.1053 -7.5447  0.107
C: -0.7577 3.4237 -6.6104  -0.251
F: -1.4062 2.3744 -6.0807  0.042
C: 0.6144 3.5790 -6.3824  -0.580
S: 1.5424 2.4416 -5.4541  0.500
C: 1.1696 4.7272 -6.9554  -0.247
F: 2.4785 4.9916 -6.7964  0.057
C: 0.4392 5.6317 -7.7017  -0.156
F: 1.0343 6.7138 -8.2319  0.093
C: 2.7529 -1.0377 -5.9606  -0.468
Te: 1.2023 -1.0747 -4.5038  1.105
C: 1.8130 -2.9409 -3.6499  -0.460
H: 3.7177 -1.1277 -5.4629  -0.013
H: 2.6779 -0.0651 -6.4437  -0.050
H: 2.6208 -1.8343 -6.6887  -0.010
H: 1.2436 -3.7708 -4.0610  -0.015
H: 1.6640 -2.8832 -2.5736  -0.027
H: 2.8747 -3.0768 -3.8462  -0.010

Which structure is the most stable? The one labeled entry B.

Entry A
A cluster of 2 separate species, C3H9NO2 in total. Source: the Open Molecules 2025 dataset; level of theory: the ωB97M-V functional and the def2-TZVPD basis.

Properties
Kohn-Sham gap (alpha / beta) ... 3.849 / 7.750 eV
<S²> ... 0.754
Lowest unoccupied orbital energy (alpha / beta) ... 4.31 / 4.15 eV
Charge ... -1
2S+1 ... 2
HOMO energy (alpha / beta) ... 0.4631 / -3.5975 eV

Last column: Löwdin spin population.
CARTESIAN COORDINATES (ANGSTROEM)
C: 0.6986 -0.8915 -0.2212  0.429
N: -0.3462 -0.0374 0.1216  0.086
C: -1.6042 -0.0917 -0.5460  0.064
C: -2.7976 -0.5937 0.3093  0.023
O: 1.8197 -0.4776 -0.7573  0.272
H: 0.5877 -1.9635 -0.0569  0.052
H: -0.0255 0.8360 0.5211  0.015
H: -1.6074 -0.7976 -1.3774  0.017
H: -1.8955 0.8979 -0.9498  0.019
H: -3.0922 0.0694 1.1278  0.003
H: -2.6019 -1.5668 0.7624  0.003
H: -3.7005 -0.5999 -0.3143  0.004
H: 2.9944 1.9522 1.2442  0.001
H: 2.3049 0.8973 0.3072  0.004
O: 2.1405 1.7154 0.8363  0.009

Entry B
A cluster of 2 separate species, C3H9NO2 in total. Source: the Open Molecules 2025 dataset; level of theory: the ωB97M-V functional and the def2-TZVPD basis.

Properties
Kohn-Sham gap (alpha / beta) ... 3.172 / 6.744 eV
<S²> ... 0.754
Lowest unoccupied orbital energy (alpha / beta) ... 3.92 / 3.89 eV
Charge ... -1
2S+1 ... 2
HOMO energy (alpha / beta) ... 0.7502 / -2.8517 eV

Last column: Löwdin spin population.
CARTESIAN COORDINATES (ANGSTROEM)
O: -0.5889 -0.1947 1.0274  0.304
C: -1.1628 -1.1009 0.3183  0.464
C: -2.2859 -2.0272 0.7740  0.111
H: -0.9783 -1.2450 -0.7618  0.050
H: -2.3355 -2.8785 0.0998  0.004
H: -2.1534 -2.2842 1.8329  0.011
H: -3.2504 -1.4697 0.7220  0.044
N: 1.1112 2.0637 0.0393  0.001
C: 1.8717 0.9757 -0.5475  0.000
O: 1.0159 0.2574 -1.4399  0.008
H: 1.0922 2.1448 1.0430  0.001
H: 0.1918 1.7218 -0.2357  0.001
H: 2.0735 0.2833 0.2762  0.000
H: 2.7900 1.2213 -1.0860  0.000
H: 1.2045 0.7946 -2.2245  0.000

Which structure is the most stable? The one labeled entry A.